[1]
DFT (ωB97M-V/def2-TZVPD) results for a structure of composition C26H45BrInN5O3SSi.

Structure (XYZ):
```
83
C26H45BrInN5O3SSi (ωB97M-V/def2-TZVPD)
H 0.818 -3.631 -2.270
H -0.242 5.177 -1.950
H 0.550 -0.702 -4.671
H -0.064 4.437 -4.508
H 2.645 -0.511 -3.486
H 1.862 -2.574 1.493
H -5.193 1.067 -2.963
H 1.837 3.830 -2.978
H 0.241 0.787 6.797
H 1.019 -0.986 5.286
C -1.144 -2.461 2.830
C -4.092 -1.573 -2.336
C -0.603 3.530 -4.216
H -0.921 -1.527 -3.845
H -1.233 -5.707 1.838
C 0.444 0.994 5.744
C -0.332 3.171 -2.758
O 0.333 -0.283 -1.942
N 4.684 2.133 -1.913
C -3.722 -0.150 -1.901
H 1.472 1.433 5.771
H -3.645 -2.315 -1.729
H -0.474 2.993 5.754
C 0.533 -4.357 1.626
H -4.103 -0.487 0.132
C 4.769 1.450 2.857
H 2.511 -4.891 0.999
H 2.680 -0.966 -1.766
H 1.121 -5.649 0.089
C 2.309 -1.293 -2.766
Si -0.950 0.642 -1.639
H 1.475 2.818 -1.532
H -3.600 1.787 -2.767
H 3.170 0.655 4.205
C 4.323 1.887 -0.820
C -4.326 0.262 -0.623
C -4.071 0.867 -2.981
H -1.909 4.365 -1.822
S -0.878 1.235 0.463
H -0.091 2.988 3.404
C -0.569 2.009 5.213
H 1.696 -6.188 1.749
N 0.338 -0.250 4.974
N 2.502 0.772 2.259
H 0.697 -2.617 -0.787
C 4.034 1.642 0.565
C -0.751 -4.719 2.034
C -0.815 4.203 -1.741
H -1.660 3.738 -4.412
H -2.569 -4.108 2.995
C 1.202 2.949 -2.623
C 0.787 -1.502 -2.662
H -0.592 -0.654 5.158
H -0.169 2.719 -4.843
N -0.553 2.147 3.703
C 0.362 -2.711 -1.813
C 3.481 0.881 3.174
H -5.440 0.200 -0.737
H -0.758 -2.708 -1.736
H 0.495 -2.449 -4.486
H 1.465 2.069 -3.228
C 0.161 -1.537 -3.990
Br -2.515 -1.158 3.182
C 5.080 1.665 1.527
In 0.323 0.262 2.627
H 1.938 1.020 0.299
H -3.635 0.543 -3.973
C 1.565 -5.347 1.094
H -3.585 -1.826 -3.287
C -1.531 -3.834 2.665
C 0.867 -2.984 1.827
H 5.545 1.523 3.680
N 0.055 -2.082 2.369
O -1.105 1.980 -2.490
H -0.659 3.908 -0.699
C 2.769 1.188 0.973
H -4.025 1.288 -0.337
H -1.590 1.582 5.423
O -2.257 -0.306 -1.756
H -5.180 -1.683 -2.464
H 2.851 -2.215 -3.072
H 6.064 1.908 1.193
H -1.521 2.240 3.349
```

Properties
HOMO energy: -13.56 eV
total charge: +2

Mulliken atomic charges, in units of e:
1. H 0.5546
2. H 0.3745
3. H 0.3141
4. H 0.4542
5. H 0.3653
6. H 0.4278
7. H 0.3956
8. H 0.4565
9. H 0.4707
10. H 0.2819
11. C 0.2602
12. C -1.6365
13. C -1.6901
14. H 0.1363
15. H 0.4183
16. C -0.6435
17. C 1.4931
18. O 1.3550
19. N -0.4386
20. C 1.4805
21. H 0.2572
22. H 0.3712
23. H 0.3730
24. C 0.6306
25. H 0.1715
26. C -0.8025
27. H 0.3530
28. H 0.0945
29. H 0.3327
30. C -1.3820
31. Si -1.9229
32. H -0.0008
33. H 0.2907
34. H 0.4011
35. C -0.2666
36. C -1.4023
37. C -1.3823
38. H 0.3166
39. S -0.0976
40. H 0.2417
41. C -0.5637
42. H 0.4495
43. N -0.4881
44. N -0.0790
45. H -0.0145
46. C 0.5573
47. C -0.3629
48. C -1.4011
49. H 0.3464
50. H 0.3555
51. C -1.0217
52. C 1.6549
53. H 0.2975
54. H 0.3655
55. N -0.3909
56. C -1.0566
57. C -0.0739
58. H 0.4766
59. H 0.1116
60. H 0.5384
61. H 0.2405
62. C -1.6115
63. Br -0.0573
64. C -0.4682
65. In 1.3221
66. H 0.1241
67. H 0.2905
68. C -1.4775
69. H 0.3162
70. C -0.5065
71. C -0.5574
72. H 0.3653
73. N -0.0769
74. O 0.1317
75. H 0.1941
76. C 0.2369
77. H 0.2838
78. H 0.3062
79. O 0.1618
80. H 0.4183
81. H 0.4138
82. H 0.5519
83. H 0.2907


[2]
DFT (ωB97M-V/def2-TZVPD) results for a cluster of 2 separate species, C26H45BrN2O5P in total.

Structure (XYZ):
```
80
C26H45BrN2O5P (ωB97M-V/def2-TZVPD)
H -2.492 -0.807 6.384
H -5.760 -3.947 2.980
C -6.290 -3.110 2.538
C 3.794 -2.010 -3.514
H 4.676 -0.412 -1.459
H 2.674 2.349 -4.795
H 5.249 -0.437 -5.930
C 2.413 1.521 3.142
N 2.225 -0.048 -3.719
O -7.405 -1.955 4.232
C -1.607 -0.796 5.793
H 1.586 2.189 -6.183
H -6.975 -0.215 1.815
C 4.526 0.285 -5.538
H 0.836 -1.362 4.036
H 3.749 -2.295 -4.567
H 1.144 -2.367 -0.405
H 0.788 -1.421 -5.717
H -0.757 2.772 2.616
C 2.538 2.996 3.381
H -3.803 0.599 3.361
H 2.830 -1.782 2.999
C -3.122 2.083 1.963
H 2.888 1.327 2.181
C 0.701 -2.170 0.575
C -4.190 1.528 2.952
C 3.524 -0.509 -3.294
P 0.648 0.861 2.968
H -1.908 0.853 0.733
C -0.574 1.885 2.023
H 2.972 0.979 3.898
H 1.678 4.613 3.002
H -5.285 -0.486 1.272
H -2.819 3.063 2.328
C 4.603 0.322 -4.005
C 0.715 -0.333 -5.702
H 0.945 2.120 -4.532
H -7.291 -4.034 0.945
Br 0.124 2.136 4.937
H 2.984 -0.841 -1.208
H 3.104 -1.168 -6.216
H -5.640 1.906 1.375
O 3.219 3.457 4.263
N 1.047 0.038 1.429
H 2.978 0.358 -7.039
H 3.063 -2.612 -2.973
C 2.822 -1.669 1.914
H -0.171 -0.058 -5.135
O -5.712 -0.831 3.303
C 3.651 -0.218 -1.804
O 1.176 -0.748 -3.091
C 3.132 -0.088 -6.050
C -5.921 -0.102 2.074
H -0.609 -1.243 2.959
H 0.753 -3.107 1.142
H -6.547 -2.361 0.559
C -1.903 1.148 1.782
O 1.863 3.792 2.528
C -6.527 -1.922 3.427
H 3.421 0.827 -1.585
H -2.019 0.245 2.375
C 1.787 1.830 -5.162
C -6.750 -3.152 1.269
H -6.350 1.749 2.983
C -0.867 -0.648 4.864
H 4.831 1.256 -5.939
C 1.498 -1.149 1.354
H -0.093 2.219 1.109
H 3.584 -0.920 1.690
H -0.335 -1.861 0.492
H 4.510 1.360 -3.671
C 0.012 -0.738 3.694
C -5.582 1.359 2.314
H 4.790 -2.283 -3.144
H -3.597 2.245 0.997
H 5.600 0.001 -3.685
C 1.972 0.300 -5.120
H -4.304 2.209 3.793
H 0.572 0.012 -6.734
H 3.158 -2.572 1.414
```

Properties
HOMO energy: -1.50 eV
total charge: -1

Mulliken atomic charges, in units of e:
1. H 0.4638
2. H 0.3386
3. C -0.2366
4. C -1.7719
5. H 0.3719
6. H 0.3542
7. H 0.3339
8. C -0.4821
9. N 0.3866
10. O -0.4870
11. C 0.1626
12. H 0.3438
13. H 0.5355
14. C -0.6457
15. H 0.3533
16. H 0.3585
17. H 0.2256
18. H 0.3957
19. H 0.7261
20. C 0.3967
21. H 0.4033
22. H 0.3226
23. C -0.6555
24. H 0.1930
25. C -1.2319
26. C -0.5540
27. C 2.1193
28. P 1.3429
29. H 0.3328
30. C -1.3094
31. H 0.2855
32. H 0.3398
33. H 0.1542
34. H 0.3605
35. C -1.5215
36. C -1.8777
37. H 0.3979
38. H 0.2569
39. Br -0.4919
40. H -0.0795
41. H 0.3182
42. H 0.4058
43. O -0.5873
44. N -0.4257
45. H 0.5540
46. H 0.2736
47. C -1.4677
48. H 0.3395
49. O -0.2862
50. C -1.7085
51. O -0.9065
52. C -1.3222
53. C -0.4443
54. H 0.3477
55. H 0.3895
56. H 0.2600
57. C -0.5109
58. O -0.4106
59. C 0.5553
60. H 0.4902
61. H 0.1209
62. C -1.7727
63. C -0.6048
64. H 0.3966
65. C -1.2635
66. H 0.3540
67. C 0.8414
68. H 0.4874
69. H 0.3290
70. H 0.2275
71. H 0.3374
72. C -0.2983
73. C -0.9867
74. H 0.3890
75. H 0.3926
76. H 0.5393
77. C 1.5577
78. H 0.3428
79. H 0.3958
80. H 0.4397


[3]
DFT (ωB97M-V/def2-TZVPD) results for a cluster of 11 separate species, C26H45Cl10FO5 in total.

Structure (XYZ):
```
87
C26H45Cl10FO5 (ωB97M-V/def2-TZVPD)
Cl 4.401 -1.731 -3.518
H -1.752 -0.977 -1.480
C 2.357 3.269 -1.273
C 1.902 5.254 -2.885
H -1.206 4.186 -2.075
H -1.539 -0.837 5.894
H -0.429 2.015 -3.513
Cl 4.981 -0.175 2.184
H 3.229 -4.753 4.443
H 1.574 6.293 -2.914
Cl 4.666 -2.032 4.486
O -2.024 5.133 0.781
C -5.134 -3.133 0.144
H 1.221 -6.187 1.598
C 0.642 -2.811 0.207
H 1.834 -3.808 3.819
H -2.056 -0.355 -5.672
Cl -3.667 -3.935 0.790
H -0.006 -5.254 2.478
H -0.650 -1.897 3.813
O 1.457 5.395 -0.532
C -1.234 0.337 -5.852
H -1.628 7.392 -0.044
Cl 1.512 2.008 2.388
C -1.477 1.858 -3.770
H 2.144 2.955 -0.251
H 1.084 -1.982 3.585
H 3.536 -2.944 -1.730
H 3.746 -1.188 -1.409
Cl -2.972 -2.340 -3.785
H -0.687 0.363 6.922
H -2.944 4.274 -1.943
F -0.123 1.013 -1.022
Cl 5.802 -2.544 -1.083
C -1.947 5.371 -0.430
Cl -5.071 -4.288 -3.209
C 1.864 4.692 -1.467
H -1.290 0.814 5.354
C 1.202 -0.496 0.099
C -1.794 6.758 -0.915
C -0.022 2.808 1.990
C 1.520 -1.767 0.527
H -4.815 -2.926 -5.156
C 0.079 -0.223 -0.627
C 1.697 -5.990 3.627
C -1.625 1.689 -5.300
H -0.858 6.791 -1.473
H -2.106 2.637 -3.340
C 0.678 -6.100 2.540
H -2.069 3.241 -0.782
Cl -4.737 -1.705 -0.870
C 4.209 -2.090 -1.809
C -4.694 -2.815 -4.078
H 1.760 2.609 -1.902
H -1.246 -3.288 -0.701
H 2.439 -1.905 1.077
H -0.550 2.199 1.256
H 1.195 4.731 -3.528
H 0.092 -7.001 2.722
C 2.434 -4.710 3.698
C 0.444 -0.568 5.254
C 3.912 -0.639 3.572
H -5.748 -2.692 0.929
H -1.063 0.485 -6.918
O 1.552 -0.653 5.874
H 0.177 -0.587 3.115
H 3.823 0.246 4.202
H 2.968 -4.497 2.772
C -0.833 -0.006 5.907
H 2.930 5.142 -3.232
O 1.885 -6.934 4.365
H 0.198 3.778 1.545
H -5.351 -2.036 -3.690
H 0.800 -3.834 0.517
H 3.421 3.166 -1.484
H -1.807 0.940 -3.284
C -0.836 -1.227 -0.966
O -2.183 2.462 -6.062
H -0.298 -0.097 -5.499
H 1.850 0.341 0.310
C 0.274 -1.328 3.909
H -2.637 7.115 -1.506
C -0.543 -2.487 -0.522
H 2.975 -0.978 3.131
H -5.731 -3.886 -0.370
Cl -1.055 2.715 3.411
C -2.029 4.164 -1.360
```

Properties
HOMO energy: -9.73 eV
SMILES: Fc1ccccc1.CC(C)=O.CC(C)=O.CC(C)=O.CC(C)=O.CC(C)=O.ClCCl.ClCCl.ClCCl.ClCCl.ClCCl

Mulliken atomic charges, in units of e:
1. Cl -0.1814
2. H 0.3726
3. C -0.5004
4. C -1.1982
5. H 0.0151
6. H 0.3372
7. H 0.1171
8. Cl -0.1725
9. H 0.3425
10. H 0.2928
11. Cl -0.1779
12. O -0.5869
13. C -0.3808
14. H 0.2523
15. C -1.2501
16. H -0.1935
17. H 0.0953
18. Cl -0.0928
19. H 0.2743
20. H 0.5758
21. O -0.5506
22. C -0.8986
23. H 0.3219
24. Cl -0.0599
25. C 0.1039
26. H -0.0724
27. H -0.8648
28. H 0.1727
29. H -0.0333
30. Cl -0.0719
31. H 0.3213
32. H 0.5323
33. F 0.1258
34. Cl -0.1659
35. C 0.6086
36. Cl -0.1365
37. C 0.8095
38. H 0.1152
39. C -0.2072
40. C -1.0744
41. C 0.1789
42. C -0.8213
43. H 0.3879
44. C 0.0624
45. C 0.6422
46. C 0.4205
47. H 0.1566
48. H 0.0475
49. C -0.9976
50. H 0.2046
51. Cl -0.1255
52. C 0.2054
53. C -0.4295
54. H 0.0343
55. H 0.5877
56. H 0.7708
57. H -0.3305
58. H 0.2418
59. H 0.3487
60. C -0.3504
61. C 0.8462
62. C 0.7245
63. H 0.3378
64. H 0.3446
65. O -0.5632
66. H -0.1260
67. H 0.3633
68. H 0.3548
69. C -1.0278
70. H 0.4360
71. O -0.5754
72. H 0.4182
73. H 0.2593
74. H 0.5102
75. H 0.5065
76. H -0.0134
77. C -0.2720
78. O -0.5745
79. H 0.3514
80. H 0.6073
81. C 0.3576
82. H 0.3776
83. C -0.5468
84. H -0.7694
85. H 0.2665
86. Cl -0.1977
87. C -0.5460


The records above yield gap between HOMO and LUMO values of 7.344; 3.406; 9.821 eV, respectively.
The records above yield E_LUMO values of -6.213; 1.903; 0.089 eV, respectively.
The records above yield relative energy (zero: lowest compared OMol25 entry of this formula, charge and spin) values of 10.4; 17.9; 27.6 kcal/mol, respectively.